i.
H11N3O4Si3 | wB97M-V/def2-TZVPD

Structure (ORCA input):
```
! RIJCOSX wB97M-V def2-TZVPD def2/J DEFGRID3
* xyz 0 1
N -1.3831 0.6939 -1.8372
N 1.4220 -0.3312 2.3777
N -1.3439 0.0649 1.2378
O -2.8953 2.4322 -0.1196
O -3.8151 0.0517 -0.4577
O 0.3490 1.9306 0.9294
O 1.1000 -0.4476 -0.2109
Si 2.3396 -1.1225 -0.9159
Si -2.4688 0.9352 -0.5725
Si 0.3374 0.2645 1.0894
H -1.4322 1.2028 -2.7128
H -0.8937 -0.1721 -1.8279
H 0.9363 -0.7462 3.1239
H 1.9339 0.5315 2.8097
H -1.6466 -0.8291 1.4748
H -2.1257 2.9241 -0.0365
H -3.8892 -0.7663 0.0670
H 0.9527 2.4298 1.5649
H 3.6624 -0.3180 -0.5577
H 2.2602 -0.9108 -2.4008
H 2.2293 -2.5800 -0.8600
*
```

Computed properties:
LUMO (eV): 0.245
Kohn-Sham gap (eV): 9.5

Atom charges from the Löwdin analysis, given in e for atoms 1 to 5:
1. N 0.01
2. N -0.05
3. N -0.10
4. O -0.05
5. O -0.10

=====

ii.
H11N3O4Si3 | wB97M-V/def2-TZVPD

Structure (ORCA input):
```
! RIJCOSX wB97M-V def2-TZVPD def2/J DEFGRID3
* xyz 0 1
N -4.0647 -0.1937 0.3311
N 2.2742 1.3266 0.5329
N -0.6464 0.7706 1.2713
O -1.6917 -1.3194 -0.5731
O -2.3449 1.2163 -1.4631
O 0.1528 1.7796 -1.1724
O 0.7663 -0.7316 -0.2647
Si 1.8962 -1.8581 -0.5135
Si -2.5327 0.0262 -0.4745
Si 0.5950 0.9558 0.2368
H -4.0557 -0.6467 1.2687
H -4.7020 0.5254 0.4286
H 2.6411 2.2045 0.4777
H 2.7704 0.7337 1.2578
H -0.8950 1.4213 1.9843
H -0.6437 -1.3145 -0.4643
H -1.3696 1.4670 -1.4311
H 0.6437 1.8182 -1.9928
H 2.6944 -1.2407 -1.4746
H 1.5219 -3.1834 -1.1690
H 2.6443 -2.0926 0.7056
*
```

Computed properties:
LUMO (eV): 0.348
Kohn-Sham gap (eV): 9.1

Atom charges from the Löwdin analysis, given in e for atoms 1 to 5:
1. N -0.01
2. N -0.02
3. N -0.11
4. O -0.14
5. O -0.09

=====

Going by the computed energies, the most stable comes first: i, ii.

=====

i.
C9H19N5O4 | wB97M-V/def2-TZVPD

Structure (ORCA input):
```
! RIJCOSX wB97M-V def2-TZVPD def2/J DEFGRID3
* xyz 0 1
C -1.7656 -0.0212 1.7881
C -0.6213 -0.4891 2.6098
C -3.0965 -0.1399 2.6429
C 1.1309 -0.2050 0.7602
C 2.5325 -0.8560 0.7570
C 1.1184 1.3423 0.5645
C 1.5536 1.8334 -0.8138
C 0.8818 1.3737 -2.0257
C 0.2630 -0.9314 -2.7583
H -2.5845 -0.0065 -0.0006
H -2.2387 -1.5156 0.3545
H -1.7387 1.0759 1.7382
H -2.9157 0.2691 3.6926
H -3.3302 -1.2235 2.7932
H -3.8228 1.5196 1.9943
H 1.3025 -1.0265 2.6313
H 0.6024 -0.7049 -0.0063
H 1.8720 1.5206 1.3674
H 0.1856 1.7835 0.9054
H 2.6146 1.6969 -0.8770
H 1.5218 2.9488 -0.9606
H -0.2149 1.3835 -1.7442
H 1.0239 2.1350 -2.8099
H 1.6739 0.3480 -3.6004
H -0.7844 -0.5132 -1.0849
H 1.3772 -2.0816 -4.0795
H -0.2443 -2.5155 -3.7995
H 2.6424 -0.6361 -1.0882
N -1.7792 -0.5082 0.3982
N 0.5793 -0.6376 2.0451
N 1.2352 0.1041 -2.6863
N -0.7274 -1.0689 -2.0199
N 0.4233 -1.8007 -3.8100
O -0.7999 -0.7233 3.8085
O -4.1180 0.6005 1.9017
O 3.0977 -1.1749 1.8047
O 3.1501 -1.1555 -0.3926
*
```

Computed properties:
LUMO (eV): 0.349
SMILES string: [H]/N=C(/N)NCCC[C@H](NC(=O)[C@@H](N)CO)C(=O)O
Kohn-Sham gap (eV): 9.6

Atom charges from the Löwdin analysis, given in e for atoms 1 to 5:
1. C -0.30
2. C -0.46
3. C -0.17
4. C -0.22
5. C -0.43

=====

ii.
C9H19N5O4 | wB97M-V/def2-TZVPD

Structure (ORCA input):
```
! RIJCOSX wB97M-V def2-TZVPD def2/J DEFGRID3
* xyz 0 1
C 0.3088 2.5002 0.4164
C 0.5203 1.1980 0.8339
C -0.9692 2.6904 -0.2592
C 1.9442 -0.9784 0.4881
C 3.4868 -1.1166 0.2717
C 1.4812 -1.9131 -0.7014
C -0.0541 -1.8009 -0.9955
C -0.7190 -2.3331 0.1610
C -3.1158 -1.3387 0.1452
H 1.0366 3.4354 -1.3526
H 1.9988 3.7319 -0.0127
H 0.2975 3.1525 1.2003
H -1.0965 2.1432 -1.1899
H -1.9205 2.4179 0.3405
H -2.0301 4.4194 -0.7245
H 2.2391 1.2379 -0.3448
H 1.7605 -1.5788 1.3988
H 2.0607 -1.9101 -1.5896
H 1.6443 -2.9769 -0.3178
H -0.5200 -0.8738 -1.5765
H -0.3019 -2.5632 -1.8578
H -0.5719 -1.7316 1.0234
H -0.4294 -3.3119 0.4083
H -2.4563 -3.2570 -0.2731
H -4.5084 -1.9180 -1.1305
H -1.7048 -0.6800 1.7861
H -3.0841 0.2594 1.5706
H 3.3345 0.6132 0.3564
N 1.4117 2.9649 -0.5177
N 1.6840 0.5325 0.4154
N -2.1739 -2.4576 0.1893
N -4.3060 -1.1506 -0.3316
N -2.3477 -0.2720 0.9248
O -0.3091 0.6739 1.5786
O -0.9897 4.1367 -0.5017
O 4.1109 -2.1385 0.0074
O 4.2884 0.1935 0.1608
*
```

Computed properties:
LUMO (eV): 0.340
SMILES string: [H]/N=C(/N)NCCC[C@H](NC(=O)[C@@H](N)CO)C(=O)O
Kohn-Sham gap (eV): 9.6

Atom charges from the Löwdin analysis, given in e for atoms 1 to 5:
1. C -0.33
2. C -0.44
3. C -0.20
4. C -0.14
5. C -0.35

=====

Going by the computed energies, the most stable comes first: i, ii.

=====

i.
C9H19N5O4 | wB97M-V/def2-TZVPD

Structure (ORCA input):
```
! RIJCOSX wB97M-V def2-TZVPD def2/J DEFGRID3
* xyz 0 1
C -0.2525 -0.0841 0.0887
C 1.1247 -0.2387 0.7476
C -0.8578 -1.5009 0.0187
C -2.0214 -1.4680 -0.9486
C -3.2538 -0.8682 -0.2327
C -4.4403 1.3311 0.1730
C 3.5222 0.3580 0.6217
C 4.3326 1.5770 0.1427
C 4.2336 -1.0014 0.3137
H 0.4570 1.5482 -1.1686
H 0.4350 -0.0368 -2.0063
H -0.9030 0.4069 0.7700
H 0.0552 -2.2757 -0.4306
H -1.3215 -1.9908 1.0535
H -1.8739 -1.0861 -1.9318
H -2.1936 -2.5985 -0.8582
H -4.2700 -0.9921 -0.7004
H -3.2995 -1.3322 0.8735
H -2.5663 1.1085 -0.8964
H -4.5341 2.8659 -1.1917
H -5.9573 0.9782 1.2827
H -4.5072 0.2820 1.9403
H 2.0595 0.8618 -0.8491
H 3.4427 0.4825 1.7987
H 3.6525 -2.0807 0.3183
H 5.1341 -1.1267 0.9391
H 3.5995 -1.2469 -1.3085
H 5.8896 1.0711 1.0723
N 0.0565 0.6892 -1.2573
N -3.1476 0.6061 -0.1235
N -4.9125 2.4804 -0.1050
N -5.1018 0.4452 1.0627
N 2.1642 0.3116 0.0767
O 1.4349 -0.7832 1.7779
O 3.6377 2.6123 -0.2910
O 4.5511 -0.9078 -1.1745
O 5.6314 1.6028 0.4023
*
```

Computed properties:
LUMO (eV): 0.251
SMILES string: [H]/N=C(/N)NCCC[C@H](N)C(=O)N[C@@H](CO)C(=O)O
Kohn-Sham gap (eV): 9.4

Atom charges from the Löwdin analysis, given in e for atoms 1 to 5:
1. C -0.25
2. C -0.49
3. C -0.19
4. C -0.24
5. C -0.25

=====

ii.
C9H19N5O4 | wB97M-V/def2-TZVPD

Structure (ORCA input):
```
! RIJCOSX wB97M-V def2-TZVPD def2/J DEFGRID3
* xyz 0 1
C -0.0716 -0.2153 -0.9114
C -1.5581 -0.6232 -0.8157
C 0.8158 -1.4154 -0.7477
C 2.2942 -1.0655 -0.6754
C 2.8370 -0.9168 0.7923
C 4.2738 1.0715 0.1750
C -3.7590 0.1438 -0.0927
C -4.3738 1.6156 -0.1579
C -4.1464 -0.6590 1.1421
H 1.1498 1.1285 0.1711
H 0.0129 0.4515 0.9890
H 0.0522 0.2341 -1.9483
H 0.6351 -2.0889 0.1260
H 0.5704 -2.1239 -1.4999
H 2.8370 -1.8588 -1.2335
H 2.4704 -0.1406 -1.3158
H 2.9014 -1.9758 1.1330
H 2.2473 -0.3980 1.5065
H 5.0036 -0.7082 0.6320
H 2.5106 1.5696 0.8339
H 6.3357 0.8038 -0.0079
H 5.7907 2.2882 -0.3735
H -2.0544 1.2699 -0.2135
H -4.1352 -0.5092 -0.8469
H -3.5403 -0.2237 1.9319
H -5.2019 -0.4616 1.3849
H -3.1490 -2.3780 0.9174
H -6.0213 2.5124 -0.4699
N 0.2698 0.8055 0.0273
N 4.1609 -0.2083 0.7502
N 3.2527 1.8961 0.2002
N 5.5502 1.3028 -0.4089
N -2.3844 0.3379 -0.2400
O -2.0145 -1.6233 -1.3384
O -3.7649 2.6143 -0.0250
O -4.0730 -2.0538 0.9358
O -5.7236 1.6018 -0.3265
*
```

Computed properties:
LUMO (eV): 0.620
SMILES string: [H]/N=C(/N)NCCC[C@H](N)C(=O)N[C@@H](CO)C(=O)O
Kohn-Sham gap (eV): 9.7

Atom charges from the Löwdin analysis, given in e for atoms 1 to 5:
1. C -0.32
2. C -0.39
3. C -0.19
4. C -0.19
5. C -0.16

=====

Going by the computed energies, the most stable comes first: ii, i.

=====

i.
C2H3BrS | wB97M-V/def2-TZVPD

Structure (ORCA input):
```
! RIJCOSX wB97M-V def2-TZVPD def2/J DEFGRID3
* xyz 0 1
C 0.6545 0.7029 -0.8277
C -0.5067 1.1796 -0.6381
S 2.0930 0.2177 -1.1137
Br -0.2173 -2.0043 1.2109
H -0.7081 2.2708 -0.7829
H -0.1202 -2.9620 2.2423
H -1.1952 0.5953 -0.0907
*
```

Computed properties:
LUMO (eV): -0.059
SMILES string: C=C=S.Br
Kohn-Sham gap (eV): 8.6

Atom charges from the Löwdin analysis, given in e for atoms 1 to 5:
1. C -0.85
2. C -0.10
3. S 0.75
4. Br 0.37
5. H 0.10

=====

ii.
C2H3BrS | wB97M-V/def2-TZVPD

Structure (ORCA input):
```
! RIJCOSX wB97M-V def2-TZVPD def2/J DEFGRID3
* xyz 0 1
C 1.3154 -0.9672 -1.3077
C 0.0903 -1.4081 -1.5220
S 2.8206 -0.6957 -0.9409
Br 0.0049 2.0867 0.6194
H -0.3656 -1.8444 -0.5067
H 0.6967 1.7879 -0.5554
H -0.5049 -1.1997 -2.3672
*
```

Computed properties:
LUMO (eV): -0.341
SMILES string: C=C=S.Br
Kohn-Sham gap (eV): 8.5

Atom charges from the Löwdin analysis, given in e for atoms 1 to 5:
1. C -0.81
2. C -0.09
3. S 0.72
4. Br 0.33
5. H 0.13

=====

Going by the computed energies, the most stable comes first: i, ii.